*i*
The following is a DFT calculation (the ωB97M-V functional and the def2-TZVPD basis) of C17H19NO2 in the gas phase.

Summary:
Lowest unoccupied orbital energy = 0.6 eV
Molar mass = 269.344 u
Gap between HOMO and LUMO = 0.3494 Ha
Net charge = 0
E_HOMO = -8.88 eV

Geometry as XYZ:
```
39
C17H19NO2 (the ωB97M-V functional and the def2-TZVPD basis)
C 2.005 1.147 1.177
N 2.002 0.234 0.059
C 3.271 -0.019 -0.588
C 4.220 -0.849 0.292
O 5.423 -1.153 -0.363
C 0.915 -0.478 -0.346
O 0.967 -1.248 -1.282
C -0.368 -0.222 0.450
C -0.963 1.128 0.118
C -1.777 1.764 1.048
C -2.367 2.979 0.752
C -2.150 3.575 -0.479
C -1.342 2.948 -1.411
C -0.753 1.731 -1.117
C -1.381 -1.308 0.162
C -1.969 -1.416 -1.091
C -2.883 -2.422 -1.348
C -3.225 -3.325 -0.356
C -2.643 -3.221 0.895
C -1.724 -2.218 1.150
H 2.893 1.773 1.114
H 1.130 1.797 1.149
H 2.025 0.618 2.135
H 3.065 -0.576 -1.506
H 3.742 0.937 -0.846
H 4.419 -0.317 1.235
H 3.755 -1.809 0.524
H 5.844 -0.335 -0.649
H -0.126 -0.257 1.517
H -1.952 1.299 2.008
H -2.998 3.462 1.483
H -2.610 4.524 -0.711
H -1.171 3.406 -2.374
H -0.123 1.247 -1.849
H -1.706 -0.716 -1.868
H -3.331 -2.500 -2.328
H -3.940 -4.109 -0.558
H -2.902 -3.924 1.674
H -1.270 -2.148 2.129
```

Atom charges from the Mulliken analysis, given in e for atoms 1 to 2:
1. C -0.972
2. N 0.345

---

*ii*
The following is a DFT calculation (the ωB97M-V functional and the def2-TZVPD basis) of C17H19NO2 in the gas phase.

Summary:
Lowest unoccupied orbital energy = 0.7 eV
Molar mass = 269.344 u
Gap between HOMO and LUMO = 0.3370 Ha
Net charge = 0
E_HOMO = -8.47 eV

Geometry as XYZ:
```
39
C17H19NO2 (the ωB97M-V functional and the def2-TZVPD basis)
C 0.721 -4.047 5.051
C 0.871 -3.077 3.919
C 0.998 -1.715 4.152
C 1.106 -0.835 3.094
C 1.091 -1.295 1.783
N 1.214 -0.345 0.740
C 0.353 -0.191 -0.299
O -0.606 -0.903 -0.498
C 0.701 0.989 -1.197
C 0.230 0.729 -2.633
O 0.180 1.902 -3.411
C -0.848 2.782 -3.228
C -1.930 2.595 -2.375
C -2.915 3.566 -2.293
C -2.838 4.723 -3.045
C -1.759 4.910 -3.896
C -0.773 3.951 -3.988
C 1.003 -2.665 1.523
C 1.064 -3.207 0.132
C 0.883 -3.526 2.605
H 1.047 -3.604 5.989
H -0.326 -4.335 5.156
H 1.298 -4.950 4.866
H 1.008 -1.338 5.165
H 1.199 0.226 3.281
H 1.846 0.420 0.932
H 1.772 1.195 -1.180
H 0.179 1.870 -0.810
H -0.741 0.219 -2.611
H 0.944 0.080 -3.147
H -2.028 1.703 -1.777
H -3.752 3.408 -1.629
H -3.610 5.474 -2.972
H -1.688 5.808 -4.491
H 0.072 4.078 -4.647
H 1.858 -2.721 -0.434
H 0.126 -3.009 -0.386
H 1.240 -4.279 0.146
H 0.807 -4.587 2.415
```

Atom charges from the Mulliken analysis, given in e for atoms 1 to 2:
1. C -1.412
2. C 0.632

---

Short version: *ii* is the most stable of them.

---

*i*
The following is a DFT calculation (the ωB97M-V functional and the def2-TZVPD basis) of 2 unconnected molecules or ions with the total composition C5H14NP.

Summary:
Lowest unoccupied orbital energy (alpha / beta) = 0.2 / 0.3 eV
Molar mass = 119.148 u
Gap between HOMO and LUMO (alpha / beta) = 0.2537 / 0.3304 Ha
Net charge = 0
E_HOMO (alpha / beta) = -6.71 / -8.73 eV

Geometry as XYZ:
```
21
C5H14NP (the ωB97M-V functional and the def2-TZVPD basis)
C 1.197 -0.474 2.558
C -1.634 1.700 -1.491
C 0.486 0.533 -1.897
C -0.705 -2.679 0.163
C 1.130 0.308 1.225
N -0.503 1.056 -0.930
P -0.631 0.542 0.659
H 2.222 -0.436 3.079
H 0.424 0.135 3.223
H 0.932 -1.557 2.639
H -1.603 2.701 -1.900
H -2.068 1.079 -2.287
H -2.419 1.878 -0.799
H 0.437 1.265 -2.796
H 1.472 0.571 -1.372
H 0.343 -0.489 -2.231
H -1.833 -2.578 -0.201
H -0.376 -2.650 1.189
H -0.153 -1.961 -0.489
H 1.631 -0.144 0.334
H 1.652 1.201 1.325
```

Atom charges from the Mulliken analysis, given in e for atoms 1 to 2:
1. C -1.025
2. C -1.066

---

*ii*
The following is a DFT calculation (the ωB97M-V functional and the def2-TZVPD basis) of a molecular structure, C5H14NP.

Summary:
Lowest unoccupied orbital energy = 0.8 eV
Molar mass = 119.148 u
Gap between HOMO and LUMO = 0.3015 Ha
Net charge = 0
E_HOMO = -7.41 eV

Geometry as XYZ:
```
21
C5H14NP (the ωB97M-V functional and the def2-TZVPD basis)
C 1.298 -1.762 -1.366
C 1.597 1.658 1.692
C -2.105 0.072 -1.652
C 0.991 0.295 1.225
C -0.086 0.795 0.158
N -1.444 -1.485 0.592
P -0.736 -0.722 -0.702
H 1.483 -0.991 -2.012
H 1.133 -2.537 -2.057
H 1.160 2.077 2.562
H 2.653 1.540 1.879
H 1.496 2.385 0.919
H -2.925 0.266 -1.078
H -1.553 0.835 -2.155
H -2.373 -0.443 -2.540
H 0.727 -0.433 2.046
H 1.717 -0.306 0.579
H -0.816 1.253 0.739
H 0.378 1.380 -0.547
H -1.782 -2.435 0.314
H -0.812 -1.444 1.404
```

Atom charges from the Mulliken analysis, given in e for atoms 1 to 2:
1. C -0.898
2. C -1.333

---

Short version: *ii* is the most stable of them.

---

*i*
The following is a DFT calculation (the ωB97M-V functional and the def2-TZVPD basis) of C23H25N3O3 in the gas phase.

Summary:
Lowest unoccupied orbital energy = -0.4 eV
Molar mass = 391.471 u
Gap between HOMO and LUMO = 0.2720 Ha
Net charge = 0
E_HOMO = -7.78 eV

Geometry as XYZ:
```
54
C23H25N3O3 (the ωB97M-V functional and the def2-TZVPD basis)
C -2.329 -0.139 -2.806
C -2.702 -1.112 -1.684
N -3.491 -0.440 -0.668
C -4.806 -0.970 -0.406
C -4.900 -2.402 0.140
C -2.745 0.104 0.435
C -2.276 -0.896 1.512
C -1.112 -0.362 2.349
N 0.149 -0.356 1.636
C 0.735 -1.484 1.154
O 0.261 -2.596 1.122
C 2.090 -1.041 0.701
O 2.986 -1.845 0.141
C 4.183 -1.280 -0.181
C 5.136 -2.114 -0.767
C 6.368 -1.608 -1.117
C 6.671 -0.267 -0.892
C 5.734 0.559 -0.316
C 4.476 0.073 0.051
C 3.487 0.983 0.668
O 3.685 2.166 0.882
C 2.263 0.272 0.984
C 1.002 0.818 1.582
C 0.423 1.911 0.716
C 0.068 3.149 1.229
C -0.467 4.099 0.374
C -0.626 3.769 -0.963
N -0.284 2.593 -1.462
C 0.228 1.693 -0.646
H -1.768 0.707 -2.419
H -3.231 0.240 -3.277
H -1.727 -0.645 -3.556
H -1.789 -1.548 -1.258
H -3.285 -1.930 -2.113
H -5.299 -0.287 0.292
H -5.359 -0.929 -1.352
H -4.501 -2.475 1.147
H -4.353 -3.094 -0.495
H -5.943 -2.711 0.162
H -1.868 0.597 0.008
H -3.358 0.878 0.911
H -1.964 -1.829 1.043
H -3.098 -1.116 2.194
H -1.002 -0.992 3.240
H -1.318 0.663 2.667
H 4.880 -3.149 -0.932
H 7.102 -2.257 -1.569
H 7.639 0.120 -1.170
H 5.936 1.603 -0.129
H 1.176 1.212 2.593
H 0.215 3.370 2.277
H -0.752 5.074 0.738
H -1.041 4.472 -1.672
H 0.499 0.747 -1.099
```

Atom charges from the Mulliken analysis, given in e for atoms 1 to 2:
1. C -1.242
2. C -0.409

---

*ii*
The following is a DFT calculation (the ωB97M-V functional and the def2-TZVPD basis) of a molecular structure, C23H25N3O3.

Summary:
Lowest unoccupied orbital energy = 0.1 eV
Molar mass = 391.471 u
Gap between HOMO and LUMO = 0.2799 Ha
Net charge = 0
E_HOMO = -7.52 eV

Geometry as XYZ:
```
54
C23H25N3O3 (the ωB97M-V functional and the def2-TZVPD basis)
C 9.910 1.141 -0.243
C 8.801 0.227 -0.147
C 7.499 1.106 -0.278
C 6.186 0.075 -0.091
O 6.240 -1.258 -0.009
N 4.902 0.710 -0.110
C 3.552 0.200 0.110
C 3.304 -0.989 0.046
C 1.955 -1.378 0.167
C 0.995 -0.538 0.116
C 1.227 1.045 -0.082
C 2.500 1.341 -0.287
H 2.853 2.106 -0.477
H 0.534 1.675 -0.193
N -0.368 -0.944 0.151
C -0.884 -2.109 -0.354
H 0.042 -2.941 -0.571
C -2.000 -2.814 0.341
N -2.923 -1.693 0.402
C -4.237 -1.937 -0.051
O -4.498 -3.021 -0.869
C -5.374 -0.847 0.044
C -6.581 -1.038 -0.330
C -7.282 0.163 -0.112
C -8.529 0.745 -0.681
C -8.681 1.941 -0.272
C -7.725 2.622 0.060
C -6.397 2.539 0.187
C -6.273 0.987 0.153
O -4.974 0.340 0.218
H -5.623 3.167 0.418
H -7.997 3.828 0.065
H -9.737 2.342 -0.355
H -9.344 -0.238 -0.712
H -7.049 -2.164 -0.624
C -2.530 -0.457 1.256
H -3.352 0.052 1.222
C -1.420 0.052 0.743
H -1.070 0.897 1.110
H -1.914 0.565 -0.381
H -2.116 -1.097 2.345
H -2.501 -3.518 -0.085
H -1.714 -3.167 1.263
H -1.225 -1.902 -1.446
H 1.688 -2.380 0.392
H 4.273 -1.795 0.267
H 5.110 1.682 -0.292
H 7.442 1.653 0.549
H 7.298 1.587 -1.335
H 8.559 -0.184 0.882
H 8.678 -0.503 -0.947
H 10.802 0.609 -0.299
H 10.063 1.981 0.333
H 9.905 1.533 -1.207
```

Atom charges from the Mulliken analysis, given in e for atoms 1 to 2:
1. C -1.596
2. C -0.122

---

Short version: *i* is the most stable of them.